P:
Entry from the Open Molecules 2025 dataset: a single C7H9N molecule (the ωB97M-V functional and the def2-TZVPD basis).

Properties
molar mass	107.156	g/mol
Kohn-Sham gap	9.18	eV
SMILES string	[H]/N=C\CC1C=CC=C1

Structure (ORCA input):
```
! RIJCOSX wB97M-V def2-TZVPD def2/J DEFGRID3
* xyz 0 1
N 2.696 -0.592 -0.333
C -1.113 1.707 -0.402
C -0.454 0.328 1.546
C -0.567 1.630 0.925
C -0.744 -0.630 0.237
C 0.389 -1.400 -0.428
C -1.192 0.440 -0.821
C 1.456 -0.454 -0.531
H 1.073 0.384 -1.009
H 0.062 -1.773 -1.444
H -0.519 2.589 1.714
H -0.499 0.220 2.866
H -1.204 2.668 -0.893
H 0.529 -2.533 0.133
H 2.900 -1.492 -0.048
H -1.106 0.002 -1.932
H -1.707 -1.095 0.419
*
```

Mulliken atomic charge list, values in e, 6 entries: number 1, N, carries -0.714; number 2, C, carries -0.537; number 3, C, carries -0.678; number 4, C, carries 0.026; number 5, C, carries 0.225; number 6, C, carries -0.585

***

Q:
Entry from the Open Molecules 2025 dataset: a single C7H9N molecule (the ωB97M-V functional and the def2-TZVPD basis).

Properties
molar mass	107.156	g/mol
Kohn-Sham gap	9.19	eV
SMILES string	C1=C[C@H]2[C@H]3CC[C@H]1N32

Structure (ORCA input):
```
! RIJCOSX wB97M-V def2-TZVPD def2/J DEFGRID3
* xyz 0 1
N -0.275 0.589 -0.841
C -0.120 -0.796 -0.010
C 1.241 -0.952 -0.386
C -1.564 -1.145 -0.140
C -2.192 -0.034 0.141
C -1.240 1.195 0.088
C 1.793 0.282 0.339
C 0.541 1.352 0.015
H -3.337 0.436 0.317
H 1.983 -1.727 0.147
H 2.867 0.346 -0.168
H -1.619 2.053 -0.508
H 0.002 -0.746 1.206
H 1.545 -1.021 -1.466
H 0.723 2.258 -0.235
H -2.156 -2.111 0.084
H 1.807 0.022 1.419
*
```

Mulliken atomic charge list, values in e, 6 entries: number 1, N, carries -0.424; number 2, C, carries 0.487; number 3, C, carries -0.416; number 4, C, carries -0.889; number 5, C, carries -0.061; number 6, C, carries -0.342

***

R:
Entry from the Open Molecules 2025 dataset: 2 unconnected molecules or ions with the total composition C7H9N (the ωB97M-V functional and the def2-TZVPD basis).

Properties
molar mass	107.156	g/mol
Kohn-Sham gap	8.29	eV
SMILES string	C=C=C=N.C=C=CC

Structure (ORCA input):
```
! RIJCOSX wB97M-V def2-TZVPD def2/J DEFGRID3
* xyz 0 1
N 2.560 1.056 0.014
C 0.198 -2.219 0.280
C 1.147 1.091 2.059
C -0.894 -0.158 -0.776
C 0.472 1.108 3.149
C -0.384 -1.149 -0.150
C -0.427 0.916 -1.734
C 1.782 1.191 0.965
H -0.068 1.828 -1.190
H -1.951 0.071 -0.379
H 0.114 -3.284 -0.114
H 0.751 -2.296 1.155
H 0.831 1.726 4.010
H 0.418 0.443 -2.300
H -0.325 0.276 3.252
H -1.352 1.143 -2.354
H 2.410 0.667 -0.862
*
```

Mulliken atomic charge list, values in e, 6 entries: number 1, N, carries -0.582; number 2, C, carries -0.804; number 3, C, carries 0.122; number 4, C, carries 0.008; number 5, C, carries -0.879; number 6, C, carries 0.134

***

Most stable to least stable, the ends of the list are P and Q.

***

P:
Entry from the Open Molecules 2025 dataset: a molecular structure, C27H28BN5O6RhS2 (the ωB97M-V functional and the def2-TZVPD basis).

Properties
molar mass	696.402	g/mol
Kohn-Sham gap	7.28	eV

Structure (ORCA input):
```
! RIJCOSX wB97M-V def2-TZVPD def2/J DEFGRID3
* xyz -1 1
Rh -0.512 -1.006 -1.034
S -1.559 1.687 -3.287
S -1.458 -2.647 0.295
O -1.499 1.839 -4.720
O -1.788 0.257 0.318
O 0.897 -1.209 1.656
O 2.290 -0.534 -0.033
O 1.024 -3.161 -2.180
O -0.524 2.312 -2.496
N -2.204 -0.338 1.413
N -1.584 0.151 -2.820
N -3.407 -0.426 -4.216
N -2.155 -2.024 -2.969
N -6.720 4.006 -1.425
C -3.205 -0.085 3.554
C 2.135 -0.965 2.163
C -2.564 -2.248 2.757
C 4.302 -0.251 1.364
C 3.935 -0.764 3.688
C -4.104 2.664 -3.660
C 2.983 -0.558 1.138
C 0.738 -1.993 -2.138
C 6.536 1.435 2.510
C -2.411 -0.759 -3.379
C 1.351 -0.973 -3.105
C -2.097 -1.688 1.562
C 6.265 -0.017 2.929
C 7.157 -0.956 2.105
C 2.592 -1.077 3.453
C -5.517 3.438 -1.868
C -4.151 -1.426 -4.673
C -2.913 -2.994 -3.444
C -3.098 2.390 -2.751
C -3.294 2.632 -1.400
C -2.733 0.444 2.387
C -3.953 -2.755 -4.332
C 4.795 -0.355 2.674
C -4.496 3.154 -0.960
C 6.653 -0.165 4.401
C -5.308 3.193 -3.223
C -3.122 -1.469 3.746
B 0.968 -0.940 0.266
H -7.505 3.824 -2.031
H 6.947 -0.873 1.039
H 6.067 0.498 5.039
H 6.993 -1.995 2.397
H 5.912 2.123 3.082
H -6.096 3.413 -3.934
H -3.933 2.449 -4.705
H 1.938 -1.396 4.254
H -2.460 -3.317 2.869
H 8.211 -0.715 2.263
H 1.363 0.042 -2.704
H -4.572 -3.549 -4.723
H 0.732 -0.957 -4.005
H -4.653 3.345 0.096
H 4.929 0.059 0.539
H 7.706 0.095 4.526
H 6.324 1.593 1.453
H -2.505 2.386 -0.702
H 7.584 1.692 2.686
H 4.301 -0.851 4.701
H -3.618 0.575 4.303
H -3.478 -1.922 4.661
H 6.518 -1.190 4.751
H -6.942 3.796 -0.464
H -4.955 -1.145 -5.347
H 2.363 -1.295 -3.350
H -2.737 1.494 2.139
H -2.678 -3.996 -3.099
*
```

Mulliken atomic charge list, values in e, 6 entries: number 1, Rh, carries 0.013; number 2, S, carries 1.244; number 3, S, carries -0.440; number 4, O, carries -0.774; number 5, O, carries -0.616; number 6, O, carries -0.160

***

Q:
Entry from the Open Molecules 2025 dataset: a molecular structure, C27H28BN5O6RhS2 (the ωB97M-V functional and the def2-TZVPD basis).

Properties
molar mass	696.402	g/mol
Kohn-Sham gap	7.05	eV

Structure (ORCA input):
```
! RIJCOSX wB97M-V def2-TZVPD def2/J DEFGRID3
* xyz -1 1
Rh -0.282 0.184 0.165
S -2.393 -0.286 -2.740
S -1.507 1.795 1.792
O 0.957 0.150 1.776
O -3.820 -0.139 -2.827
O 1.809 -0.636 -1.930
O -1.558 0.694 -3.378
O 1.024 -2.392 -0.683
O 1.842 2.036 -0.137
N -0.790 -5.605 -4.858
N 1.029 1.284 2.475
N -3.446 -2.154 -0.674
N -1.890 -0.401 -1.195
N -1.674 -1.458 0.751
C 2.413 -1.784 -2.335
C 0.126 3.202 3.491
C -0.638 -2.079 -3.790
C -0.053 2.100 2.625
C 1.326 3.464 4.096
C 2.228 1.549 3.029
C 2.371 -4.136 -1.786
C 3.338 -1.979 -3.329
C -2.515 -4.099 -4.057
C 3.330 -4.364 -2.788
C -2.039 -2.325 1.669
C 3.837 -5.792 -3.007
C -3.128 -3.164 1.474
C 2.681 -6.681 -3.487
C -1.181 -4.349 -4.375
C 4.949 -5.864 -4.054
C 2.417 2.621 3.853
C 3.790 -3.287 -3.540
C -3.783 -3.032 0.260
C -2.400 -1.370 -0.391
C -2.906 -2.858 -3.584
C 1.934 -2.850 -1.580
C -1.963 -1.852 -3.441
C 0.038 2.599 -1.559
C 4.389 -6.352 -1.689
C -0.245 -3.322 -4.251
C 0.740 1.723 -0.542
B 0.922 -0.982 -0.878
H 1.971 -4.940 -1.182
H 5.215 -5.736 -1.329
H 1.431 4.327 4.741
H 3.703 -1.151 -3.922
H -3.930 -2.659 -3.305
H 4.756 -7.372 -1.833
H -0.048 2.062 -2.500
H -1.438 -2.351 2.571
H 4.607 -5.517 -5.030
H -0.979 2.811 -1.225
H 2.322 -6.333 -4.459
H 3.014 -7.716 -3.602
H -0.731 3.844 3.636
H 0.796 -3.502 -4.500
H 3.392 2.803 4.279
H 2.991 0.838 2.751
H 5.814 -5.267 -3.760
H 4.526 -3.447 -4.315
H 3.626 -6.374 -0.911
H 5.278 -6.900 -4.164
H 0.079 -1.274 -3.692
H 0.600 3.526 -1.689
H -1.381 -6.361 -4.550
H 1.845 -6.666 -2.787
H 0.182 -5.814 -4.685
H -4.631 -3.669 0.023
H -3.438 -3.884 2.216
H -3.248 -4.891 -4.170
*
```

Mulliken atomic charge list, values in e, 6 entries: number 1, Rh, carries 0.209; number 2, S, carries 1.298; number 3, S, carries -0.402; number 4, O, carries -0.644; number 5, O, carries -0.741; number 6, O, carries -0.443

***

Most stable to least stable, the ends of the list are Q and P.

***

P:
Entry from the Open Molecules 2025 dataset: 2 unconnected molecules or ions with the total composition C3H10N2O (the ωB97M-V functional and the def2-TZVPD basis).

Properties
molar mass	90.126	g/mol
Kohn-Sham gap	8.77	eV
SMILES string	C=CN.NCO

Structure (ORCA input):
```
! RIJCOSX wB97M-V def2-TZVPD def2/J DEFGRID3
* xyz 0 1
O 0.232 1.191 1.418
N 2.256 1.089 0.170
N -1.537 -0.622 0.147
C -1.027 -2.024 -1.770
C 0.996 1.781 0.269
C -1.300 -1.849 -0.463
H 0.705 1.555 2.171
H -0.605 -2.940 -2.141
H 2.845 1.265 -0.625
H -1.557 -2.780 0.031
H -1.271 -1.291 -2.539
H 1.187 2.744 0.695
H 2.028 0.125 0.377
H -1.243 -0.813 1.096
H -1.137 0.191 -0.280
H 0.259 1.772 -0.551
*
```

Mulliken atomic charge list, values in e, 6 entries: number 1, O, carries -0.534; number 2, N, carries -0.497; number 3, N, carries -0.534; number 4, C, carries -0.824; number 5, C, carries -0.354; number 6, C, carries 0.055

***

Q:
Entry from the Open Molecules 2025 dataset: a single C3H10N2O molecule (the ωB97M-V functional and the def2-TZVPD basis).

Properties
molar mass	90.126	g/mol
Kohn-Sham gap	9.82	eV
SMILES string	NCC(O)CN

Structure (ORCA input):
```
! RIJCOSX wB97M-V def2-TZVPD def2/J DEFGRID3
* xyz 0 1
O 0.450 0.338 -1.979
N -0.754 -1.732 0.845
N 0.583 1.050 1.721
C 0.162 1.266 0.291
C 0.330 0.016 -0.624
C -0.783 -1.055 -0.403
H 0.687 2.003 2.206
H -1.796 -0.543 -0.602
H -0.913 1.572 0.290
H 1.561 0.606 1.744
H -0.483 0.465 -2.259
H 1.239 -0.470 -0.292
H -1.049 -1.134 1.701
H -0.749 -1.759 -1.220
H 0.151 -2.131 0.945
H 0.696 2.099 -0.234
*
```

Mulliken atomic charge list, values in e, 6 entries: number 1, O, carries -0.544; number 2, N, carries -0.546; number 3, N, carries -0.558; number 4, C, carries -0.639; number 5, C, carries 0.232; number 6, C, carries -0.971

***

R:
Entry from the Open Molecules 2025 dataset: 2 unconnected molecules or ions with the total composition C3H10N2O (the ωB97M-V functional and the def2-TZVPD basis).

Properties
molar mass	90.126	g/mol
Kohn-Sham gap	7.85	eV

Structure (ORCA input):
```
! RIJCOSX wB97M-V def2-TZVPD def2/J DEFGRID3
* xyz 0 1
O -1.599 -0.901 0.254
N -0.548 -0.028 -1.634
N 0.819 -0.102 0.673
C 0.370 -0.801 1.603
C 1.855 0.888 0.710
C -1.844 -0.164 -0.814
H -2.112 0.903 -0.637
H 1.354 1.855 0.660
H -0.529 -1.350 1.430
H -2.594 -0.574 -1.527
H 0.218 -0.063 -0.212
H -0.721 0.540 -2.468
H 2.423 0.795 -0.198
H 0.881 -0.834 2.564
H -0.446 -0.965 -1.994
H 2.473 0.801 1.589
*
```

Mulliken atomic charge list, values in e, 6 entries: number 1, O, carries -0.856; number 2, N, carries -0.796; number 3, N, carries 0.111; number 4, C, carries -0.181; number 5, C, carries -0.831; number 6, C, carries -0.476

***

Most stable to least stable, the ends of the list are Q and R.

***

P:
Entry from the Open Molecules 2025 dataset: 2 unconnected molecules or ions with the total composition C3H10N2O (the ωB97M-V functional and the def2-TZVPD basis).

Properties
molar mass	90.126	g/mol
Kohn-Sham gap	7.92	eV

Structure (ORCA input):
```
! RIJCOSX wB97M-V def2-TZVPD def2/J DEFGRID3
* xyz 0 1
O 0.888 -0.229 1.220
N 1.257 -0.633 -1.225
N -1.009 0.351 -0.303
C -0.779 1.331 0.451
C -2.163 -0.523 -0.176
C 1.717 0.018 0.276
H 2.139 -0.464 -1.676
H -1.953 -1.430 -0.735
H -3.077 -0.075 -0.581
H 0.199 1.795 0.461
H -0.138 -0.036 -0.750
H 1.260 -1.632 -1.003
H -1.641 1.741 1.006
H -2.346 -0.714 0.875
H 1.797 1.082 -0.064
H 2.754 -0.343 0.326
*
```

Mulliken atomic charge list, values in e, 6 entries: number 1, O, carries -0.705; number 2, N, carries -0.913; number 3, N, carries 0.027; number 4, C, carries -0.145; number 5, C, carries -0.969; number 6, C, carries -0.598

***

Q:
Entry from the Open Molecules 2025 dataset: 2 unconnected molecules or ions with the total composition C3H10N2O (the ωB97M-V functional and the def2-TZVPD basis).

Properties
molar mass	90.126	g/mol
Kohn-Sham gap	9.27	eV
SMILES string	CC/N=C/N.O

Structure (ORCA input):
```
! RIJCOSX wB97M-V def2-TZVPD def2/J DEFGRID3
* xyz 0 1
O 0.863 -3.566 0.960
N -1.639 -0.835 0.475
N 0.232 -0.212 -0.874
C -0.976 -0.148 -0.502
C 0.741 1.179 -1.120
C 0.521 2.155 0.026
H 1.395 2.565 0.519
H -1.257 -1.738 0.730
H 0.448 -2.830 1.432
H -2.564 -0.562 0.754
H 1.820 0.973 -1.182
H -1.679 0.490 -1.067
H -0.012 1.613 0.819
H 1.708 -3.500 1.427
H 0.574 1.462 -2.165
H -0.176 2.956 -0.231
*
```

Mulliken atomic charge list, values in e, 6 entries: number 1, O, carries -0.605; number 2, N, carries -0.353; number 3, N, carries -0.569; number 4, C, carries -0.008; number 5, C, carries -0.411; number 6, C, carries -0.964

***

R:
Entry from the Open Molecules 2025 dataset: a single C3H10N2O molecule (the ωB97M-V functional and the def2-TZVPD basis).

Properties
molar mass	90.126	g/mol
Kohn-Sham gap	10.29	eV
SMILES string	CN[C@](C)(N)O

Structure (ORCA input):
```
! RIJCOSX wB97M-V def2-TZVPD def2/J DEFGRID3
* xyz 0 1
O -1.462 0.242 -1.012
N -1.297 -1.242 0.790
N 0.478 -0.688 -0.746
C -0.356 1.055 0.993
C -0.718 -0.115 0.082
C 1.659 0.137 -0.984
H 2.330 -0.386 -1.666
H 0.062 1.875 0.413
H -0.649 -0.396 -1.611
H 2.211 0.369 -0.068
H 0.351 0.755 1.769
H -1.273 1.414 1.459
H -1.115 -1.227 1.785
H -2.293 -1.263 0.614
H 1.337 1.067 -1.451
H 0.734 -1.596 -0.368
*
```

Mulliken atomic charge list, values in e, 6 entries: number 1, O, carries -0.725; number 2, N, carries -0.686; number 3, N, carries -0.336; number 4, C, carries -1.564; number 5, C, carries 0.947; number 6, C, carries -0.864

***

Most stable to least stable, the ends of the list are R and P.